No. 1
ORCA calculation (wB97M-V/def2-TZVPD) on C40H49BN7NaOTe as an isolated structure.

Properties
E_LUMO (spin up / spin down): 2.218 / 2.095 eV
net charge: -1
maximum force: 0.9 eV/A
2S+1: 2

Atoms and positions in Å:
Na (0.28, 0.69, 0.40)
C (-1.09, -3.18, 0.40)
C (-1.13, -2.45, -0.90)
C (-1.72, -2.84, -2.11)
C (-1.39, -1.85, -3.00)
C (-1.75, -1.73, -4.45)
N (-0.66, -0.93, -2.35)
N (-0.51, -1.28, -1.04)
B (0.06, 0.31, -2.93)
N (1.56, 0.31, -2.53)
N (1.96, 0.63, -1.27)
C (3.28, 0.59, -1.27)
C (4.05, 0.94, -0.04)
C (3.76, 0.23, -2.54)
C (2.63, 0.06, -3.31)
C (2.51, -0.34, -4.74)
N (-0.61, 1.64, -2.50)
N (-0.58, 2.06, -1.21)
C (-1.02, 3.31, -1.21)
C (-1.03, 4.12, 0.04)
C (-1.36, 3.72, -2.51)
C (-1.08, 2.62, -3.30)
C (-1.23, 2.48, -4.78)
H (-2.07, -3.60, 0.64)
H (-0.38, -4.01, 0.35)
H (-0.78, -2.53, 1.21)
H (-2.29, -3.73, -2.31)
H (-2.37, -2.57, -4.74)
H (-2.30, -0.81, -4.66)
H (-0.86, -1.72, -5.09)
H (-0.01, 0.24, -4.12)
H (3.38, 1.26, 0.75)
H (4.62, 0.08, 0.32)
H (4.76, 1.75, -0.25)
H (4.78, 0.11, -2.86)
H (3.51, -0.49, -5.15)
H (1.94, -1.26, -4.86)
H (2.01, 0.43, -5.34)
H (-0.72, 3.51, 0.90)
H (-0.33, 4.95, -0.03)
H (-2.02, 4.53, 0.25)
H (-1.75, 4.67, -2.83)
H (-1.72, 3.36, -5.18)
H (-0.26, 2.37, -5.27)
H (-1.82, 1.60, -5.04)
C (-7.33, 2.76, 5.59)
C (-6.04, 2.24, 5.02)
C (-5.34, 1.23, 5.64)
C (-4.14, 0.73, 5.12)
C (-3.44, -0.36, 5.87)
C (-3.65, 1.27, 3.94)
Te (-1.75, 0.35, 2.83)
N (-0.01, -0.87, 2.71)
C (1.04, -0.11, 2.50)
O (1.10, 1.15, 2.35)
C (2.33, -0.89, 2.35)
C (2.46, -1.88, 1.38)
C (3.66, -2.54, 1.23)
C (4.74, -2.24, 2.04)
C (4.61, -1.26, 3.01)
C (3.42, -0.57, 3.16)
C (-2.92, -1.43, 2.67)
C (-3.94, -1.46, 1.72)
C (-4.28, -0.30, 0.83)
C (-4.71, -2.61, 1.59)
C (-4.49, -3.73, 2.37)
C (-5.32, -4.98, 2.20)
C (-3.47, -3.68, 3.30)
C (-2.67, -2.55, 3.47)
C (-1.61, -2.64, 4.53)
C (-4.32, 2.32, 3.31)
C (-3.81, 3.00, 2.06)
C (-5.51, 2.78, 3.85)
H (-7.58, 2.26, 6.52)
H (-8.16, 2.62, 4.90)
H (-7.27, 3.84, 5.80)
H (-5.72, 0.81, 6.57)
H (-3.75, -0.37, 6.92)
H (-2.36, -0.25, 5.83)
H (-3.67, -1.34, 5.45)
H (1.62, -2.11, 0.74)
H (3.76, -3.30, 0.46)
H (5.68, -2.77, 1.92)
H (5.46, -1.01, 3.65)
H (3.32, 0.22, 3.89)
H (-3.43, 0.35, 0.63)
H (-5.07, 0.31, 1.28)
H (-4.64, -0.67, -0.13)
H (-5.50, -2.63, 0.84)
H (-6.14, -4.82, 1.50)
H (-5.75, -5.30, 3.15)
H (-4.71, -5.81, 1.82)
H (-3.27, -4.54, 3.93)
H (-2.04, -3.08, 5.43)
H (-1.16, -1.68, 4.78)
H (-0.79, -3.28, 4.19)
H (-2.73, 2.95, 1.98)
H (-4.10, 4.05, 2.06)
H (-4.23, 2.55, 1.16)
H (-6.03, 3.60, 3.36)

=====

No. 2
ORCA calculation (wB97M-V/def2-TZVPD) on a 7-piece molecular cluster, C52H63F6NO4P overall.

Properties
E_LUMO (spin up / spin down): 0.635 / 0.635 eV
energy above the lowest of the compared OMol25 structures with the same formula, charge and spin: 0.0 kcal/mol
maximum force: 0.5 eV/A
2S+1: 2

Atoms and positions in Å:
C (-6.62, -0.04, 6.80)
C (-5.78, 0.38, 5.61)
O (-4.66, -0.53, 5.47)
P (-3.38, -0.06, 4.67)
O (-3.64, 0.89, 3.59)
C (-2.62, -1.59, 4.12)
C (-1.56, -1.22, 3.06)
C (-0.44, -2.25, 2.88)
C (0.94, -1.63, 2.68)
C (1.95, -2.69, 2.23)
C (3.29, -2.09, 1.73)
C (4.48, -2.87, 2.30)
C (3.39, -2.13, 0.19)
N (3.40, -0.68, 2.23)
O (3.84, -0.58, 3.42)
C (2.32, 0.29, 1.83)
C (2.15, 1.32, 2.95)
C (2.67, 1.05, 0.55)
C (1.00, -0.49, 1.66)
O (-2.41, 0.59, 5.75)
C (-1.83, -0.16, 6.83)
C (-0.35, -0.37, 6.57)
H (-7.68, 0.01, 6.56)
H (-6.38, -1.06, 7.08)
H (-6.45, 0.61, 7.66)
H (-5.39, 1.40, 5.72)
H (-6.34, 0.35, 4.67)
H (-2.17, -2.15, 4.94)
H (-3.43, -2.19, 3.70)
H (-1.11, -0.26, 3.35)
H (-2.07, -1.04, 2.12)
H (-0.67, -2.91, 2.04)
H (-0.40, -2.89, 3.77)
H (1.28, -1.25, 3.65)
H (2.13, -3.38, 3.06)
H (1.51, -3.27, 1.42)
H (4.63, -3.78, 1.73)
H (5.39, -2.26, 2.25)
H (4.32, -3.14, 3.34)
H (3.79, -3.09, -0.12)
H (4.09, -1.37, -0.15)
H (2.43, -1.97, -0.31)
H (1.45, 2.08, 2.60)
H (3.10, 1.79, 3.19)
H (1.74, 0.88, 3.86)
H (3.16, 0.43, -0.19)
H (1.75, 1.45, 0.11)
H (3.31, 1.91, 0.78)
H (0.96, -0.95, 0.67)
H (0.19, 0.23, 1.76)
H (-2.35, -1.11, 6.96)
H (-1.99, 0.42, 7.74)
H (0.14, -0.74, 7.47)
H (0.11, 0.58, 6.28)
H (-0.18, -1.09, 5.77)
F (-0.23, -2.21, -2.23)
C (-1.48, -1.93, -1.80)
C (-1.66, -0.93, -0.87)
C (-2.95, -0.66, -0.43)
C (-4.03, -1.38, -0.93)
C (-3.81, -2.38, -1.87)
C (-2.53, -2.67, -2.32)
H (-0.81, -0.39, -0.50)
H (-3.11, 0.12, 0.30)
H (-5.03, -1.16, -0.59)
H (-4.65, -2.95, -2.26)
H (-2.34, -3.44, -3.05)
F (-6.21, 6.65, 1.38)
C (-5.54, 5.84, 2.23)
C (-4.77, 6.41, 3.23)
C (-4.07, 5.57, 4.08)
C (-4.14, 4.20, 3.93)
C (-4.91, 3.65, 2.92)
C (-5.63, 4.47, 2.06)
H (-4.72, 7.49, 3.31)
H (-3.45, 6.01, 4.86)
H (-3.57, 3.54, 4.58)
H (-4.93, 2.57, 2.80)
H (-6.24, 4.07, 1.26)
F (6.02, -2.73, -1.33)
C (6.78, -1.77, -1.91)
C (6.44, -1.33, -3.17)
C (7.22, -0.34, -3.75)
C (8.31, 0.19, -3.08)
C (8.62, -0.28, -1.81)
C (7.86, -1.26, -1.21)
H (5.59, -1.76, -3.68)
H (6.96, 0.01, -4.74)
H (8.91, 0.96, -3.54)
H (9.47, 0.13, -1.27)
H (8.08, -1.64, -0.21)
F (4.30, -1.33, -5.64)
C (3.13, -1.96, -5.92)
C (2.28, -2.27, -4.88)
C (1.09, -2.92, -5.18)
C (0.78, -3.25, -6.50)
C (1.66, -2.92, -7.52)
C (2.85, -2.27, -7.24)
H (2.54, -2.00, -3.87)
H (0.41, -3.16, -4.38)
H (-0.15, -3.75, -6.73)
H (1.42, -3.17, -8.54)
H (3.55, -2.00, -8.02)
F (-1.82, -4.44, -8.58)
C (-1.65, -4.16, -9.89)
C (-2.62, -3.41, -10.54)
C (-2.44, -3.12, -11.88)
C (-1.31, -3.58, -12.55)
C (-0.36, -4.32, -11.88)
C (-0.52, -4.62, -10.53)
H (-3.49, -3.08, -9.99)
H (-3.19, -2.54, -12.41)
H (-1.18, -3.35, -13.60)
H (0.52, -4.68, -12.40)
H (0.21, -5.20, -9.98)
F (1.27, 5.12, 2.04)
C (0.62, 6.30, 2.17)
C (-0.58, 6.46, 1.51)
C (-1.25, 7.67, 1.65)
C (-0.73, 8.68, 2.45)
C (0.48, 8.48, 3.10)
C (1.17, 7.28, 2.97)
H (-0.97, 5.66, 0.89)
H (-2.20, 7.81, 1.14)
H (-1.26, 9.61, 2.56)
H (0.90, 9.26, 3.72)
H (2.10, 7.10, 3.47)